ORCA calculation (ωB97M-V/def2-TZVPD) on a cluster of 2 separate species, C4H8N2 in total at a distorted geometry.

Atoms and positions in Å:
C: -0.84 0.15 -1.43
N: -0.38 -0.18 -0.07
C: 0.14 -1.38 0.13
C: -0.26 0.89 0.77
C: 0.12 0.68 2.10
N: 0.43 0.48 3.21
H: -0.20 -0.28 -2.20
H: -0.84 1.21 -1.63
H: -1.85 -0.20 -1.63
H: 0.46 -1.65 1.12
H: 2.01 -0.09 -0.17
H: 0.08 -2.12 -0.66
H: -0.65 1.84 0.46
H: 1.88 0.64 0.04

As for the HOMO-LUMO gap: 8.20 eV. Its relative energy (zero: lowest compared OMol25 entry of this formula, charge and spin) is 3.324 eV. The lowest unoccupied orbital energy is 0.36 eV. Its HOMO energy is -7.8 eV. Its total energy is -266.5999 hartree.


ORCA calculation (ωB97M-V/def2-TZVPD) on a structure of composition C17H17ClHgIN2O2.

Atoms and positions in Å:
Hg: 0.17 2.82 1.33
Cl: -0.97 -4.26 4.52
C: -1.14 -2.65 3.96
C: -2.27 -1.94 4.33
C: -2.48 -0.67 3.84
I: -4.20 0.37 4.34
C: -1.59 -0.04 2.87
O: -1.87 1.01 2.31
C: -0.33 -0.79 2.59
N: 0.59 -0.16 1.87
C: 1.73 -0.77 1.61
C: 1.99 -2.08 2.01
C: 1.06 -2.73 2.78
C: -0.13 -2.08 3.12
H: -2.99 -2.39 5.00
H: 2.48 -0.19 1.07
H: 2.92 -2.56 1.73
H: 1.25 -3.73 3.15
C: -2.65 -0.77 -4.53
C: -2.01 -0.06 -3.37
C: -0.92 0.80 -3.54
C: -0.38 1.44 -2.44
N: -0.85 1.31 -1.20
C: -1.89 0.50 -1.04
C: -2.49 -0.20 -2.08
H: -2.08 -0.63 -5.45
H: -3.66 -0.39 -4.70
H: -2.73 -1.84 -4.33
H: -0.50 0.96 -4.53
H: 0.47 2.11 -2.56
H: -2.27 0.41 -0.02
H: -3.34 -0.84 -1.88
C: 3.90 1.90 -1.93
C: 2.85 2.28 -0.90
O: 3.41 2.57 0.37
H: 3.42 1.52 -2.84
H: 4.55 1.13 -1.53
H: 4.51 2.76 -2.21
H: 2.16 1.45 -0.73
H: 2.26 3.13 -1.26
H: 4.02 3.31 0.29

As for the HOMO-LUMO gap (spin up / spin down): 6.85 / 4.74 eV. The lowest unoccupied orbital energy (spin up / spin down) is -0.22 / -2.32 eV. Its HOMO energy (spin up / spin down) is -7.1 / -7.1 eV. Its total energy is -1829.2654 hartree. The spin multiplicity is 2.


ORCA calculation (ωB97M-V/def2-TZVPD) on a cluster of 2 separate species, C3H7O3 in total at a distorted geometry.

Atoms and positions in Å:
C: -2.29 0.18 -0.74
C: -0.96 0.64 0.00
O: -0.14 1.27 -0.69
O: -0.93 0.25 1.19
H: -2.67 1.05 -1.30
H: -2.96 -0.25 -0.01
H: -2.05 -0.54 -1.52
C: 2.00 -0.68 0.75
O: 2.61 0.31 -0.06
H: 1.87 0.78 -0.47
H: 2.15 -0.50 1.81
H: 0.95 -0.82 0.49
H: 2.43 -1.68 0.55

As for the HOMO-LUMO gap: 8.54 eV. Its relative energy (zero: lowest compared OMol25 entry of this formula, charge and spin) is 0.830 eV. The lowest unoccupied orbital energy is 4.30 eV. As for the net charge: -1. Its HOMO energy is -4.2 eV. Its total energy is -344.2797 hartree.